Run 1
{
  "formula": "C5H11O4",
  "method": "ωB97M-V with the def2-TZVPD basis set",
  "species": ["H", "O", "H", "C", "C", "C", "C", "C", "H", "H", "O", "O", "H", "O", "H", "H", "H", "H", "H", "H"],
  "xyz": [[0.414, 2.108, -2.640], [0.366, 1.518, -1.868], [-1.933, -0.778, -2.250], [-1.045, -0.400, -1.684], [-1.236, -0.553, -0.209], [-0.616, 0.023, 0.880], [-0.930, -0.344, 2.303], [0.709, 0.748, 0.801], [0.706, 1.357, -0.134], [0.917, 1.288, 1.765], [1.451, -0.473, 0.630], [2.896, -0.079, 0.833], [3.301, -0.881, 0.439], [0.015, -1.098, -2.180], [-0.533, 0.707, -1.970], [-2.167, -1.082, 0.030], [-0.049, -0.094, 2.908], [-1.862, -0.011, 2.796], [-0.929, -1.434, 2.339], [0.525, -0.522, -2.790]],
  "spin_multiplicity": 2,
  "s_squared": 0.76,
  "total_charge": 0,
  "homo_lumo_gap_ha": [0.35051, 0.27997]
}

=====

Run 2
{
  "formula": "C5H11O4",
  "method": "ωB97M-V with the def2-TZVPD basis set",
  "species": ["H", "O", "H", "C", "H", "C", "H", "C", "C", "C", "O", "O", "H", "O", "H", "H", "H", "H", "H", "H"],
  "xyz": [[-3.696, 0.203, -1.237], [-2.748, 0.228, -0.943], [-1.525, 0.875, -0.492], [-0.535, 1.403, -0.213], [-0.800, 1.922, 0.777], [0.633, 0.472, -0.156], [1.439, 0.986, 0.382], [0.433, -0.797, 0.587], [-0.294, -1.841, 0.116], [0.982, -0.808, 2.018], [1.005, 0.357, -1.531], [2.029, -0.680, -1.607], [2.087, -0.775, -2.557], [-0.323, 2.336, -1.275], [-0.487, -2.717, 0.782], [-0.752, -1.860, -0.866], [1.521, 0.141, 2.153], [0.173, -0.909, 2.760], [1.669, -1.666, 2.174], [-0.813, 3.132, -0.871]],
  "spin_multiplicity": 2,
  "s_squared": 0.76,
  "total_charge": 0,
  "homo_lumo_gap_ha": [0.35796, 0.24244]
}

=====

Q: Which of them is the least stable? A: run 2.

=====

Run 1
{
  "formula": "C5H12NO2",
  "method": "ωB97M-V with the def2-TZVPD basis set",
  "species": ["C", "O", "C", "C", "C", "C", "O", "N", "H", "H", "H", "H", "H", "H", "H", "H", "H", "H", "H", "H"],
  "xyz": [[-1.967, 0.486, 0.118], [-2.486, -0.701, 0.731], [-0.505, 0.466, 0.420], [0.534, 1.120, -0.572], [2.032, 0.441, -0.365], [2.128, -0.178, 1.032], [1.688, -1.266, 1.348], [-0.308, -1.506, -0.774], [-2.382, 1.417, 0.529], [-2.171, 0.455, -0.968], [-3.406, -0.596, 1.000], [-0.317, 0.860, 1.424], [0.275, 0.676, -1.540], [0.275, 2.172, -0.675], [2.828, 1.120, -0.685], [2.061, -0.425, -1.040], [2.281, 0.534, 1.879], [0.226, -1.763, -1.611], [-0.813, -2.343, -0.424], [0.025, -0.969, 0.172]],
  "spin_multiplicity": 1,
  "total_charge": 1,
  "homo_lumo_gap_ha": 0.23897
}

=====

Run 2
{
  "formula": "C5H12NO2",
  "method": "ωB97M-V with the def2-TZVPD basis set",
  "species": ["N", "C", "C", "O", "C", "C", "C", "O", "H", "H", "H", "H", "H", "H", "H", "H", "H", "H", "H", "H"],
  "xyz": [[-1.659, -0.029, -1.348], [-1.112, 0.129, 0.092], [-2.261, -0.240, 1.015], [-3.187, -0.897, 0.648], [0.069, -0.787, 0.184], [1.362, -0.256, -0.583], [2.106, 0.838, 0.252], [2.346, 0.158, 1.463], [-0.998, 0.482, -1.941], [-1.568, -1.012, -1.622], [-2.644, 0.237, -1.422], [-0.932, 1.190, 0.279], [-2.210, 0.276, 2.008], [-0.044, -1.859, -0.024], [0.535, -0.852, 1.177], [0.871, 0.194, -1.475], [2.073, -0.993, -0.936], [3.044, 1.068, -0.264], [1.363, 1.653, 0.422], [2.845, 0.702, 2.077]],
  "spin_multiplicity": 1,
  "smiles": "[NH3+][C@@H](C=O)CCCO",
  "total_charge": 1,
  "homo_lumo_gap_ha": 0.39108
}

=====

Q: Which of them is the least stable? A: run 1.

=====

Run 1
{
  "formula": "CH2N4O2",
  "method": "ωB97M-V with the def2-TZVPD basis set",
  "species": ["C", "N", "N", "N", "N", "O", "O", "H", "H"],
  "xyz": [[1.614, 0.197, -0.080], [0.726, 1.188, -0.005], [1.061, -1.012, -0.023], [-0.381, 0.531, -0.084], [-0.222, -0.791, -0.083], [-1.190, -1.516, -0.068], [-1.930, 1.035, 0.017], [2.626, 0.343, 0.194], [-2.304, 0.026, 0.131]],
  "spin_multiplicity": 3,
  "s_squared": 2.05,
  "total_charge": 0,
  "homo_lumo_gap_ha": [0.29836, 0.24172]
}

=====

Run 2
{
  "formula": "CH2N4O2",
  "method": "ωB97M-V with the def2-TZVPD basis set",
  "species": ["C", "N", "N", "N", "N", "O", "O", "H", "H"],
  "xyz": [[-4.075, -0.058, 0.010], [-5.173, 0.226, 0.032], [0.440, -0.466, -0.267], [-2.889, -0.671, -0.147], [-1.880, -0.006, -0.073], [-1.540, 1.140, -0.015], [-0.792, -1.054, -0.089], [1.034, -1.123, -0.904], [1.008, -0.497, 0.703]],
  "spin_multiplicity": 3,
  "s_squared": 2.02,
  "total_charge": 0,
  "homo_lumo_gap_ha": [0.30694, 0.23568]
}

=====

Q: Which of them is the least stable? A: run 2.

=====

Run 1
{
  "formula": "C23H77N25O14",
  "method": "ωB97M-V with the def2-TZVPD basis set",
  "species": ["C", "C", "C", "O", "C", "N", "H", "H", "H", "H", "H", "H", "H", "H", "H", "H", "H", "C", "C", "C", "O", "C", "N", "H", "H", "H", "H", "H", "H", "H", "H", "H", "H", "H", "C", "C", "C", "O", "C", "N", "H", "H", "H", "H", "H", "H", "H", "H", "H", "H", "H", "C", "O", "N", "N", "H", "H", "H", "H", "C", "O", "N", "N", "H", "H", "H", "H", "C", "O", "N", "N", "H", "H", "H", "H", "C", "O", "N", "N", "H", "H", "H", "H", "C", "O", "N", "N", "H", "H", "H", "H", "C", "O", "N", "N", "H", "H", "H", "H", "C", "O", "N", "N", "H", "H", "H", "H", "C", "O", "N", "N", "H", "H", "H", "H", "C", "O", "N", "N", "H", "H", "H", "H", "C", "O", "N", "N", "H", "H", "H", "H", "C", "O", "N", "N", "H", "H", "H", "H"],
  "xyz": [[-4.347, -4.401, 4.476], [-4.044, -4.255, 3.050], [-4.374, -2.878, 2.427], [-5.801, -2.925, 2.190], [-6.128, -3.454, 0.866], [-2.602, -4.460, 3.094], [-3.795, -3.804, 5.203], [-4.369, -5.394, 4.924], [-5.318, -4.077, 4.851], [-4.678, -4.886, 2.426], [-3.751, -2.727, 1.545], [-3.982, -2.054, 3.024], [-5.799, -2.906, -0.017], [-7.214, -3.387, 0.801], [-5.864, -4.509, 0.782], [-2.154, -3.585, 3.327], [-2.244, -5.069, 3.816], [3.957, -4.297, 0.795], [5.426, -3.788, 0.752], [6.315, -4.476, 1.911], [6.295, -3.940, 3.211], [7.475, -4.064, 3.941], [5.969, -4.133, -0.549], [3.995, -5.339, 0.479], [3.344, -3.723, 0.101], [3.614, -4.154, 1.820], [5.511, -2.703, 0.700], [7.367, -4.621, 1.664], [6.034, -5.517, 2.067], [7.896, -5.063, 4.054], [7.258, -3.711, 4.949], [8.149, -3.374, 3.434], [6.090, -5.132, -0.631], [5.539, -3.752, -1.379], [3.672, 5.159, -7.023], [2.263, 5.497, -6.406], [2.277, 6.231, -5.010], [2.488, 5.257, -3.931], [2.712, 5.717, -2.581], [1.474, 6.257, -7.393], [4.212, 4.526, -6.320], [4.151, 6.131, -7.141], [3.756, 4.687, -8.002], [1.735, 4.572, -6.172], [1.385, 6.833, -4.833], [3.053, 6.975, -5.189], [2.768, 4.879, -1.885], [1.942, 6.348, -2.138], [3.741, 6.062, -2.488], [2.061, 7.078, -7.398], [0.638, 6.649, -6.983], [-3.242, 2.385, 3.850], [-3.616, 2.723, 2.706], [-4.067, 2.321, 4.817], [-1.998, 2.128, 4.132], [-3.717, 1.884, 5.658], [-5.045, 2.405, 4.578], [-1.267, 2.405, 3.492], [-1.755, 1.803, 5.057], [0.843, 5.948, 3.284], [0.630, 5.149, 2.439], [1.227, 7.220, 3.134], [0.652, 5.758, 4.547], [1.623, 7.479, 2.242], [1.233, 7.751, 3.994], [0.609, 6.507, 5.224], [0.155, 4.911, 4.780], [-1.627, 2.366, -5.552], [-1.786, 1.831, -4.470], [-1.171, 1.776, -6.549], [-2.006, 3.581, -5.793], [-1.010, 0.781, -6.618], [-1.237, 2.224, -7.451], [-2.295, 4.126, -4.994], [-2.072, 3.888, -6.753], [-1.920, -7.322, -1.767], [-0.759, -7.062, -1.571], [-2.945, -6.667, -1.225], [-2.398, -8.265, -2.548], [-2.682, -5.968, -0.545], [-3.780, -7.213, -1.066], [-3.364, -8.535, -2.427], [-1.831, -8.779, -3.206], [-1.030, -3.718, -5.406], [-0.875, -3.062, -6.473], [-0.242, -3.812, -4.394], [-2.038, -4.539, -5.190], [0.615, -3.292, -4.515], [-0.233, -4.391, -3.566], [-2.690, -4.802, -5.915], [-2.175, -4.964, -4.284], [5.187, -0.149, 4.914], [6.329, 0.101, 5.303], [4.375, -0.898, 5.600], [4.624, 0.446, 3.955], [3.456, -1.195, 5.304], [4.802, -1.173, 6.473], [5.098, 1.209, 3.494], [3.807, 0.012, 3.549], [-3.747, 6.384, -1.357], [-3.007, 6.872, -2.218], [-5.056, 6.476, -1.466], [-3.303, 5.733, -0.340], [-5.257, 7.137, -2.203], [-5.767, 6.183, -0.811], [-3.966, 5.144, 0.144], [-2.303, 5.641, -0.227], [-6.280, 1.719, -1.216], [-7.016, 1.539, -2.194], [-6.750, 2.053, -0.060], [-4.956, 1.750, -1.186], [-6.209, 1.830, 0.763], [-7.759, 2.109, -0.062], [-4.517, 1.792, -0.278], [-4.314, 1.317, -1.835], [4.044, 0.089, -3.362], [3.588, -1.036, -3.601], [5.290, 0.281, -2.973], [3.354, 1.116, -3.297], [5.831, -0.563, -3.094], [5.642, 1.181, -2.682], [3.716, 2.058, -3.264], [2.371, 0.962, -3.470], [-0.167, -2.759, 7.121], [-0.892, -1.868, 7.431], [0.046, -3.759, 7.941], [0.547, -2.821, 6.015], [-0.788, -3.762, 8.511], [0.604, -4.537, 7.622], [1.018, -3.714, 6.028], [0.688, -2.184, 5.244], [0.186, -0.181, 0.530], [0.624, -0.557, 1.638], [-0.330, -0.928, -0.366], [-0.064, 1.065, 0.253], [-0.509, -1.896, -0.140], [-0.700, -0.581, -1.240], [0.161, 1.845, 0.853], [-0.547, 1.258, -0.613]],
  "spin_multiplicity": 1,
  "total_charge": 0,
  "homo_lumo_gap_ha": 0.31549
}

=====

Run 2
{
  "formula": "C23H77N25O14",
  "method": "ωB97M-V with the def2-TZVPD basis set",
  "species": ["C", "O", "N", "N", "H", "H", "H", "H", "C", "O", "N", "N", "H", "H", "H", "H", "C", "O", "N", "N", "H", "H", "H", "H", "C", "O", "N", "N", "H", "H", "H", "H", "C", "O", "N", "N", "H", "H", "H", "H", "C", "O", "N", "N", "H", "H", "H", "H", "C", "O", "N", "N", "H", "H", "H", "H", "C", "O", "N", "N", "H", "H", "H", "H", "C", "O", "N", "N", "H", "H", "H", "H", "C", "O", "N", "N", "H", "H", "H", "H", "C", "O", "N", "N", "H", "H", "H", "H", "C", "C", "C", "O", "C", "N", "H", "H", "H", "H", "H", "H", "H", "H", "H", "H", "H", "C", "C", "C", "O", "C", "N", "H", "H", "H", "H", "H", "H", "H", "H", "H", "H", "H", "C", "C", "C", "O", "C", "N", "H", "H", "H", "H", "H", "H", "H", "H", "H", "H", "H"],
  "xyz": [[-1.547, 3.929, 1.240], [-1.851, 4.542, 0.204], [-0.354, 4.179, 2.039], [-2.471, 2.875, 1.736], [-0.084, 3.331, 2.511], [0.277, 4.962, 2.091], [-2.268, 2.536, 2.677], [-3.465, 2.759, 1.512], [0.169, -3.580, -1.994], [-0.421, -4.370, -1.208], [0.953, -4.041, -3.035], [0.174, -2.199, -1.960], [1.671, -3.484, -3.481], [0.963, -5.036, -3.238], [0.816, -1.663, -2.530], [-0.227, -1.738, -1.144], [5.133, -1.483, 0.228], [4.291, -1.813, -0.648], [5.959, -2.419, 0.989], [5.431, -0.151, 0.463], [5.886, -3.442, 0.903], [6.180, -2.124, 1.939], [5.005, 0.709, 0.077], [5.894, 0.022, 1.343], [1.325, -2.965, 1.690], [1.629, -2.259, 2.636], [2.067, -3.027, 0.573], [0.218, -3.894, 1.589], [2.933, -2.549, 0.338], [1.804, -3.755, -0.089], [-0.254, -4.179, 2.442], [-0.069, -4.223, 0.671], [-4.871, -4.594, -1.585], [-5.201, -4.548, -2.766], [-5.912, -4.681, -0.547], [-3.543, -4.638, -1.055], [-6.918, -4.672, -0.763], [-5.756, -5.270, 0.268], [-2.687, -4.680, -1.609], [-3.461, -4.070, -0.221], [2.100, 0.289, -4.576], [1.552, -0.756, -4.134], [1.971, 1.607, -4.054], [3.047, 0.211, -5.682], [1.365, 1.936, -3.302], [2.466, 2.272, -4.631], [3.195, 1.019, -6.275], [3.262, -0.659, -6.163], [-5.691, -0.870, 2.198], [-6.073, 0.286, 2.450], [-6.407, -1.769, 1.252], [-4.480, -1.472, 2.734], [-5.890, -2.484, 0.733], [-7.120, -1.369, 0.645], [-4.588, -2.441, 3.040], [-3.793, -0.920, 3.240], [-0.918, 1.380, 4.555], [-0.047, 2.088, 4.009], [-1.422, 0.218, 4.018], [-1.466, 1.770, 5.753], [-2.095, -0.299, 4.570], [-1.057, -0.208, 3.173], [-0.956, 2.401, 6.354], [-2.247, 1.270, 6.173], [-2.613, -3.464, 4.960], [-2.846, -2.283, 5.030], [-2.686, -4.369, 6.118], [-2.259, -4.129, 3.663], [-2.268, -5.305, 6.142], [-2.639, -3.937, 7.051], [-2.289, -3.459, 2.899], [-2.615, -5.045, 3.369], [3.223, -0.014, 4.683], [3.665, 0.890, 5.329], [2.184, -0.867, 5.151], [3.654, -0.380, 3.373], [1.643, -0.802, 6.000], [1.705, -1.244, 4.331], [4.118, 0.191, 2.670], [2.883, -0.843, 2.877], [-2.368, -2.140, -4.205], [-2.808, -1.316, -3.389], [-3.091, -3.317, -4.556], [-1.102, -2.059, -4.857], [-2.607, -3.899, -5.229], [-4.056, -3.588, -4.341], [-0.310, -1.635, -4.368], [-0.887, -3.034, -5.121], [6.917, 4.141, 0.351], [5.440, 4.255, 0.927], [4.581, 3.763, -0.190], [4.781, 2.419, -0.597], [5.285, 2.310, -1.987], [5.065, 3.449, 2.064], [7.080, 4.922, -0.405], [7.039, 3.138, -0.053], [7.746, 4.110, 1.077], [5.261, 5.315, 1.157], [4.863, 4.376, -1.068], [3.517, 3.917, 0.018], [6.191, 2.913, -2.050], [4.554, 2.786, -2.645], [5.402, 1.255, -2.252], [5.320, 3.872, 2.941], [5.534, 2.561, 2.070], [1.360, 0.858, 1.164], [0.888, 0.725, -0.278], [-0.579, 0.443, -0.272], [-0.872, -0.781, 0.425], [-2.261, -1.090, 0.203], [1.031, 1.955, -1.155], [0.683, 1.537, 1.679], [2.307, 1.408, 1.092], [1.552, -0.067, 1.727], [1.482, -0.034, -0.807], [-0.922, 0.276, -1.306], [-1.166, 1.254, 0.145], [-2.268, -1.311, -0.872], [-2.953, -0.270, 0.406], [-2.536, -1.973, 0.814], [1.989, 2.308, -1.022], [0.466, 2.758, -0.812], [-3.628, 2.364, -2.088], [-2.823, 2.563, -3.416], [-2.084, 3.947, -3.359], [-2.965, 5.081, -3.008], [-3.813, 5.242, -4.139], [-1.846, 1.618, -3.752], [-4.364, 3.162, -1.979], [-2.915, 2.599, -1.297], [-4.089, 1.380, -1.963], [-3.491, 2.617, -4.280], [-1.675, 4.243, -4.336], [-1.379, 3.878, -2.535], [-4.301, 6.202, -4.013], [-4.624, 4.476, -4.172], [-3.318, 5.104, -5.110], [-1.088, 1.614, -3.061], [-2.128, 0.662, -3.926]],
  "spin_multiplicity": 1,
  "total_charge": 0,
  "homo_lumo_gap_ha": 0.29888
}

=====

Q: Which of them is the least stable? A: run 1.